Computed, not measured: a structure of composition C4H5Br2ClNO3PTi in a non-equilibrium geometry, with wB97M-V/def2-TZVPD.

XYZ file:
```
18
Properties=species:S:1:pos:R:3:mulliken_charge:R:1
Br -2.762 0.368 0.367 -0.0578
N 1.526 -1.760 -0.305 -0.6707
H -1.451 3.165 2.062 0.3972
Ti 3.474 -0.799 0.553 1.4985
Cl -1.012 -3.349 -0.552 -0.0868
H 1.522 -2.002 0.693 0.5626
H -0.974 3.594 0.435 0.4113
H 1.008 -3.290 -3.289 0.3890
O 0.133 -0.308 0.772 -0.2033
C 0.682 -0.565 -0.409 0.5492
C -1.634 2.975 1.014 -1.3846
H -2.673 3.190 0.847 0.3754
P 0.907 -3.268 -1.187 0.2573
O 0.604 0.043 -1.425 -0.4257
Br 1.371 2.064 1.332 -0.1444
C -0.159 1.035 0.916 0.3364
C -1.353 1.535 0.799 0.6016
O 0.790 -2.630 -2.622 -0.4054
```

Summary:
Net charge: +2
Lowest unoccupied orbital energy (eV): -11.5
Energy (a.u.): -7234.158707
Max |F| (eV Å⁻¹): 2.00
Gap between HOMO and LUMO (eV): 4.026